Computed, not measured: 3 unconnected molecules or ions with the total composition C29H51F5N3O10PS, with the ωB97M-V functional and the def2-TZVPD basis.

Geometry as XYZ:
```
100
Properties=species:S:1:pos:R:3:forces:R:3
C -2.63342 -4.93171 1.32503 0.312 -0.663 -0.043
C -1.37670 -5.77929 1.70152 0.480 0.290 -0.194
C -0.17870 -5.34451 0.84732 -0.118 -0.678 1.672
O -0.33446 -5.13994 -0.29571 -0.325 0.682 -2.677
O 1.08715 -5.22965 1.38252 -0.862 0.525 1.118
C 1.58393 -3.86753 1.32156 0.882 -0.194 -0.079
C 2.24373 -3.53173 2.67326 -0.408 -0.432 0.277
C 1.25001 -2.98672 3.73587 0.610 -0.561 -0.387
S 1.68643 -3.71344 5.39419 1.643 1.453 1.626
O 3.07543 -4.04822 5.45122 0.391 -1.376 -1.385
O 1.40411 -2.78210 6.44929 -1.784 0.305 -0.041
C 0.60840 -5.18627 5.72347 -0.173 -0.327 0.122
F 0.41017 -5.92379 4.63990 0.299 -0.248 -0.826
F -0.57585 -4.72708 6.10318 -0.546 0.548 0.315
C 1.15580 -6.13868 6.84774 -0.871 0.155 -0.295
F 1.74773 -7.16824 6.30456 0.995 -0.644 -0.578
F 1.93788 -5.53513 7.69029 1.011 0.721 0.634
F 0.12533 -6.61018 7.52730 -0.907 -0.182 0.375
C 1.21590 -1.44183 3.96394 -0.380 -0.249 -0.455
C -0.29275 -1.29856 4.26680 0.630 1.334 -1.011
P -1.12968 0.33063 4.13059 -3.191 -0.060 -0.126
N -2.66519 0.08195 4.00229 0.587 -0.080 -0.035
O -0.58920 1.19394 2.87819 1.191 -0.254 1.040
O -0.90994 1.10070 5.53351 1.323 -0.338 -0.718
C -0.76671 -2.20985 3.10276 2.500 -0.138 5.348
O -1.43714 -1.99545 2.21233 -2.557 0.165 -3.788
O -0.06614 -3.40191 3.37719 0.049 0.342 -0.584
H -2.37495 -4.10138 0.66667 -0.028 0.052 0.355
H -3.12025 -4.59607 2.24399 -0.062 0.119 -0.311
H -3.31648 -5.56543 0.74850 -0.037 0.212 0.259
H -1.14161 -5.73292 2.76627 -0.055 -0.110 -0.235
H -1.57393 -6.81428 1.39509 0.192 0.079 0.342
H 0.80586 -3.15322 1.03552 0.104 -0.235 -0.102
H 2.36474 -3.88100 0.55248 -0.190 0.347 0.110
H 2.61714 -4.49301 3.04763 0.285 0.323 -0.172
H 3.08037 -2.83360 2.56686 -0.135 -0.170 -0.025
H 1.44601 -0.94432 3.00806 -0.138 -0.270 0.051
H 1.93844 -1.02631 4.66857 -0.294 -0.462 0.294
H -0.53832 -1.73401 5.24156 -0.072 0.110 -0.201
H -3.04755 0.46865 3.14664 -0.353 -0.252 0.191
H -1.20416 1.11722 2.13466 0.058 -0.026 0.164
H -1.65029 0.81918 6.09594 -0.043 0.253 -0.207
C 1.93180 -2.27444 -4.20193 0.200 0.068 -0.201
C 1.29832 -1.57338 -2.96887 -0.154 -1.343 -1.617
C 0.45790 -0.36207 -3.39136 0.068 0.613 0.188
C 1.28042 0.84959 -3.81794 0.030 0.014 0.004
C 2.30933 1.20597 -2.74508 -0.649 -0.090 -0.146
C 3.19367 0.01071 -2.37916 1.851 0.474 -0.805
N 2.38776 -1.19214 -2.01554 -1.883 1.644 0.877
O 1.86044 -0.99912 -0.84543 0.504 -0.597 0.385
C 4.14624 -0.29083 -3.55350 -0.129 -0.145 -0.344
C 4.13823 0.41481 -1.24255 -0.301 -0.190 0.552
C 0.34352 -2.61698 -2.38774 0.091 0.083 0.784
H 2.94313 -2.62020 -3.98970 0.001 0.098 0.022
H 1.37885 -3.16880 -4.48842 -0.191 0.122 0.090
H 1.96209 -1.62992 -5.08151 0.099 0.009 0.023
H -0.18158 -0.05447 -2.55664 0.092 -0.131 0.096
H -0.22154 -0.64726 -4.19826 0.094 -0.211 0.024
H 1.77245 0.65959 -4.77613 0.045 -0.006 0.028
H 0.61715 1.70265 -3.98309 -0.003 -0.038 -0.002
H 2.92855 2.03396 -3.09691 0.184 -0.114 0.066
H 1.78059 1.57185 -1.85871 0.048 -0.160 0.081
H 4.76607 -1.16405 -3.34222 -0.048 0.002 0.029
H 4.81462 0.55481 -3.72263 -0.047 0.044 0.199
H 3.63965 -0.45455 -4.50078 -0.031 -0.084 0.042
H 3.60738 0.75288 -0.35318 -0.093 -0.132 -0.029
H 4.77515 1.24005 -1.56325 -0.074 -0.057 -0.178
H 4.78914 -0.41554 -0.96033 -0.053 -0.016 -0.001
H 0.87921 -3.50744 -2.05481 -0.029 0.027 0.040
H -0.37044 -2.92762 -3.15139 0.151 0.098 -0.128
H -0.24534 -2.23417 -1.55370 0.171 0.012 0.078
C -1.98780 5.41103 -4.28295 0.152 0.244 -0.033
C -2.73464 4.67062 -3.13925 0.214 0.527 -2.049
C -3.92613 5.49414 -2.63275 -0.126 0.209 0.536
C -3.53623 6.69508 -1.77487 0.055 -0.041 0.010
C -2.60808 6.26199 -0.63995 -0.579 -0.068 -0.298
C -1.38420 5.50191 -1.15766 1.593 1.341 0.277
N -1.76393 4.36359 -2.04514 -2.194 -0.225 1.363
O -2.26606 3.41807 -1.31329 0.654 -0.531 -0.089
C -0.44847 6.48757 -1.88623 -0.102 0.168 -0.344
C -0.54790 5.02545 0.03446 -0.202 -0.616 0.109
C -3.29337 3.41030 -3.80810 0.024 -0.512 0.562
H -0.90907 5.27594 -4.20879 -0.026 0.040 0.098
H -2.25756 5.02020 -5.26412 -0.213 -0.035 0.102
H -2.20387 6.47980 -4.30200 0.094 0.008 0.040
H -4.58191 4.85311 -2.03358 0.142 -0.134 -0.024
H -4.52865 5.82958 -3.48056 0.145 -0.112 -0.121
H -3.06229 7.46630 -2.38836 0.042 -0.019 0.016
H -4.43483 7.15388 -1.35568 0.008 -0.017 -0.042
H -2.28849 7.14102 -0.07663 0.203 -0.076 -0.005
H -3.17434 5.63718 0.05814 0.108 -0.139 -0.059
H 0.41811 5.97097 -2.30309 -0.044 -0.035 0.011
H -0.07919 7.24111 -1.18910 -0.047 -0.145 0.140
H -0.93024 7.04358 -2.68612 -0.002 -0.084 -0.048
H -1.10755 4.38199 0.71224 -0.043 -0.069 -0.135
H -0.21052 5.88229 0.61878 -0.065 0.092 -0.163
H 0.33889 4.48334 -0.30097 -0.047 -0.025 -0.023
H -2.49341 2.77041 -4.18688 0.017 0.019 0.057
H -3.91849 3.69826 -4.65432 0.105 0.179 0.031
H -3.92374 2.82248 -3.14105 0.174 -0.006 0.103
```
Positions in Å, forces in eV/Å.

Output
multiplicity = 3
E_tot = -89552.7275 eV
HOMO level (spin up / spin down) = -8.77 / -8.94 eV
frontier orbital gap (spin up / spin down) = 9.13 / 8.91 eV